No. 1
Density functional theory data (wB97M-V/def2-TZVPD) for C26H36Cl2O2P3W as an isolated structure at a distorted geometry.

```
70
Properties=species:S:1:pos:R:3:mulliken_charge:R:1
C 2.99 0.58 -4.54 -0.98
C 2.92 0.55 -3.07 0.57
H 3.87 1.18 -4.87 0.42
H 2.08 0.97 -5.00 0.06
H 3.14 -0.47 -4.89 0.44
O 3.86 0.51 -2.32 -0.28
Cl -1.73 -0.15 -3.39 -0.23
W 0.11 0.31 -1.91 0.88
P 0.51 2.54 -2.65 1.28
C 2.07 3.42 -2.56 -1.32
C 0.01 2.69 -4.38 -1.17
H -0.32 3.73 -4.53 0.46
H -0.37 4.76 -2.33 0.57
H -0.82 2.01 -4.61 0.30
H -1.64 3.54 -2.06 0.48
H 2.86 2.90 -3.10 0.40
H 0.84 2.49 -5.06 0.42
C -0.59 3.79 -1.87 -1.41
H 1.92 4.41 -2.99 0.52
H -0.43 3.86 -0.79 0.33
H 2.40 3.54 -1.53 0.36
P 0.34 -2.21 -2.32 0.82
C 1.58 -3.33 -1.59 -1.50
C -1.21 -3.01 -1.74 -1.03
H 0.08 -1.70 -4.70 0.38
H 0.10 -3.46 -4.37 0.48
H 1.63 -2.52 -4.33 0.36
C 0.56 -2.49 -4.11 -1.24
H -2.02 -2.75 -2.44 0.39
H -1.04 -4.10 -1.73 0.51
H 1.77 -4.15 -2.29 0.47
H 1.20 -3.76 -0.66 0.49
H -1.48 -2.68 -0.73 0.27
H 2.53 -2.82 -1.38 0.46
Cl -1.78 1.15 -0.78 -0.09
O -2.40 -1.57 1.36 -0.77
P -1.46 -0.83 2.26 1.75
C -0.10 -0.02 1.31 0.51
C 0.12 1.37 1.29 -0.51
C 1.12 1.95 0.54 -1.26
C 1.89 1.15 -0.33 -1.01
C 1.60 -0.25 -0.46 -1.73
C 0.67 -0.83 0.48 -0.82
C -2.30 0.47 3.21 -0.17
C -1.92 0.75 4.54 -0.34
C -2.45 1.87 5.19 -0.69
C -3.38 2.69 4.53 -0.49
C -3.84 2.35 3.24 -0.70
C -3.31 1.22 2.60 -0.09
C -0.74 -1.94 3.48 0.07
C -1.53 -3.01 3.93 -0.50
C -1.01 -3.93 4.84 -0.73
C 0.31 -3.79 5.30 -0.47
C 1.09 -2.72 4.87 -0.79
C 0.57 -1.79 3.96 0.08
H -0.51 2.04 1.88 0.53
H 1.32 3.02 0.59 0.75
H 2.84 1.50 -0.74 1.10
H 2.35 -0.86 -0.96 1.11
H 0.57 -1.91 0.51 0.98
H -1.20 0.11 5.04 0.38
H -2.13 2.09 6.22 0.42
H -3.74 3.59 5.01 0.42
H -4.57 2.97 2.73 0.43
H -3.69 0.92 1.62 0.54
H -2.54 -3.13 3.54 0.42
H -1.63 -4.75 5.19 0.44
H 0.73 -4.53 5.98 0.43
H 2.12 -2.60 5.22 0.43
H 1.18 -0.95 3.62 0.43
```

The HOMO-LUMO gap (spin up / spin down) comes out at 3.33 / 3.45 eV. Its HOMO energy (spin up / spin down) is -16.04 / -16.05 eV. As for the spin multiplicity: 3. The lowest unoccupied orbital energy (spin up / spin down) is -12.71 / -12.59 eV. The net charge is +3. The expectation value of S² is 2.034.

=====

No. 2
Density functional theory data (wB97M-V/def2-TZVPD) for C26H36Cl2OP2ReSb as an isolated structure at a distorted geometry.

```
69
Properties=species:S:1:pos:R:3:mulliken_charge:R:1
C 1.22 -0.23 -7.40 -1.08
C 1.04 0.05 -5.93 0.86
H 2.28 -0.22 -7.65 0.34
H 0.73 0.54 -8.00 0.32
H 0.80 -1.20 -7.66 0.36
O 1.91 0.44 -5.18 -0.46
Cl -0.62 -0.22 -5.28 -0.19
Re -0.43 -0.06 -1.52 0.20
P -0.18 2.17 -1.66 1.08
C 1.05 3.14 -0.71 -1.04
C 0.19 2.60 -3.37 -1.11
H 0.16 3.70 -3.50 0.51
H -1.63 4.11 -1.65 0.51
H -0.53 2.12 -4.04 0.34
H -2.57 2.59 -1.72 0.40
H 2.06 2.80 -0.99 0.40
H 1.19 2.22 -3.63 0.36
C -1.71 3.09 -1.26 -1.21
H 0.95 4.21 -0.97 0.50
H -1.87 3.12 -0.18 0.25
H 0.90 3.00 0.36 0.28
P 0.00 -2.26 -1.29 0.95
C 1.29 -3.00 -0.23 -0.94
C -1.44 -3.26 -0.78 -1.10
H -0.18 -2.35 -3.69 0.32
H 0.37 -3.91 -2.98 0.47
H 1.50 -2.52 -3.13 0.41
C 0.46 -2.82 -2.94 -1.12
H -2.33 -2.95 -1.34 0.42
H -1.21 -4.32 -0.98 0.52
H 1.23 -4.09 -0.30 0.61
H 1.16 -2.70 0.82 0.14
H -1.64 -3.12 0.29 0.21
H 2.28 -2.65 -0.56 0.39
Cl -2.65 -0.20 -2.03 -0.19
C -1.00 3.69 4.47 -0.56
C 0.30 3.19 4.30 -0.73
C 0.57 2.30 3.24 -0.19
C -0.47 1.86 2.41 0.77
C -1.75 2.38 2.57 -0.37
C -2.02 3.31 3.59 -0.83
Sb -0.18 0.11 0.98 -0.29
C 1.93 -0.34 1.71 0.82
C 2.97 -0.22 0.79 -0.52
C 4.28 -0.58 1.16 -0.60
C 4.54 -1.00 2.47 -0.64
C 3.50 -1.07 3.41 -0.73
C 2.19 -0.73 3.02 -0.24
C -1.79 -1.11 1.92 0.81
C -1.53 -2.13 2.84 -0.29
C -2.59 -2.94 3.29 -0.57
C -3.89 -2.72 2.83 -0.63
C -4.14 -1.68 1.93 -0.80
C -3.09 -0.87 1.48 -0.32
H -1.21 4.39 5.28 0.42
H 1.11 3.49 4.97 0.45
H 1.59 1.93 3.09 0.49
H -2.57 2.07 1.91 0.27
H -3.02 3.72 3.69 0.44
H 2.78 0.11 -0.24 0.40
H 5.08 -0.53 0.40 0.45
H 5.56 -1.29 2.75 0.43
H 3.70 -1.40 4.43 0.46
H 1.39 -0.78 3.75 0.45
H -0.51 -2.29 3.20 0.30
H -2.38 -3.75 3.99 0.45
H -4.71 -3.36 3.16 0.45
H -5.14 -1.49 1.54 0.44
H -3.30 -0.09 0.75 0.31
```

The HOMO-LUMO gap (spin up / spin down) comes out at 4.54 / 4.55 eV. Its HOMO energy (spin up / spin down) is -17.01 / -17.01 eV. As for the spin multiplicity: 4. The lowest unoccupied orbital energy (spin up / spin down) is -12.47 / -12.47 eV. The net charge is +3. The expectation value of S² is 3.786.

=====

> net charge of number 2 (C26H36Cl2OP2ReSb)?

+3